15
Properties=species:S:1:pos:R:3 method="wB97M-V/def2-TZVPD" orbital_gap_ev=8.2078 total_charge=+1 multiplicity=1
C 0.511 -1.720 1.802
C -0.957 -0.545 0.212
C 1.045 -0.268 0.008
C -0.003 0.132 -0.909
N 0.266 -0.896 0.883
N -0.279 1.853 -1.172
H 1.518 -1.839 1.980
H -0.237 -2.115 2.499
H -1.509 0.175 0.781
H -1.545 -1.356 -0.223
H 2.078 -0.133 0.126
H 0.019 -0.133 -1.917
H 0.569 2.289 -1.659
H -0.547 2.520 -0.420
H -0.930 2.036 -1.991

13
Properties=species:S:1:pos:R:3 method="wB97M-V/def2-TZVPD" orbital_gap_ev=8.9850 smiles="N/C=C/N.O" multiplicity=1
C -0.219 -0.765 -0.237
C -1.186 0.074 0.134
N -1.761 0.201 1.423
N 0.482 -0.710 -1.458
H 0.138 -1.497 0.467
H -1.562 0.859 -0.518
H -1.552 1.108 1.804
H -1.789 -0.567 2.062
H 0.071 -0.121 -2.162
H 0.638 -1.633 -1.833
H 2.061 0.512 -0.672
H 1.545 1.036 0.760
O 2.268 1.038 0.131

93
Properties=species:S:1:pos:R:3 method="wB97M-V/def2-TZVPD" orbital_gap_ev="6.5246 / 6.4683" multiplicity=4
Cr -0.971 -0.902 0.270
O -3.204 -0.708 3.641
C -2.314 -1.521 4.246
C -2.119 -1.368 5.617
C -1.242 -2.189 6.298
C -0.520 -3.155 5.611
C -0.704 -3.305 4.247
C -1.610 -2.514 3.550
C -1.946 -2.803 2.082
O -2.362 -1.702 1.370
N -0.798 -3.449 1.399
N -0.316 -2.763 0.346
C 0.407 -3.384 -0.523
C 1.069 -2.719 -1.602
Br 0.973 -0.791 -1.521
C 1.815 -3.248 -2.586
C 2.118 -4.654 -2.834
C 3.360 -4.953 -3.409
C 3.760 -6.260 -3.613
C 2.925 -7.309 -3.251
C 1.678 -7.032 -2.711
C 1.269 -5.722 -2.525
H -3.143 -0.883 2.675
H -2.677 -0.590 6.122
H -1.127 -2.074 7.369
H 0.170 -3.799 6.142
H -0.131 -4.051 3.710
H -2.754 -3.558 2.088
H -0.871 -4.447 1.259
H 0.576 -4.449 -0.404
H 2.330 -2.546 -3.232
H 4.020 -4.137 -3.681
H 4.725 -6.464 -4.057
H 3.232 -8.332 -3.419
H 1.014 -7.843 -2.440
H 0.257 -5.527 -2.194
O -0.110 -0.302 1.792
C -0.427 0.648 2.620
C 0.184 0.701 3.889
C -0.099 1.712 4.774
C -0.989 2.736 4.427
C -1.606 2.703 3.201
C -1.371 1.664 2.284
C -2.055 1.678 1.033
N -1.917 0.794 0.099
N -2.568 1.021 -1.089
C -2.497 -0.052 -1.839
O -1.930 -1.138 -1.418
C -3.040 0.004 -3.210
C -3.606 1.179 -3.703
C -4.066 1.231 -5.007
C -3.965 0.116 -5.830
C -3.406 -1.054 -5.340
C -2.944 -1.112 -4.035
H 0.882 -0.091 4.134
H 0.373 1.714 5.749
H -1.197 3.535 5.125
H -2.297 3.490 2.920
H -2.740 2.496 0.828
H -3.673 2.036 -3.047
H -4.503 2.145 -5.388
H -4.329 0.162 -6.849
H -3.323 -1.924 -5.979
H -2.505 -2.016 -3.634
C 0.040 3.789 -2.281
N 0.476 4.198 -0.944
C -0.626 4.751 -0.160
P 1.473 3.057 -0.214
O 0.931 1.694 -0.042
N 1.835 3.773 1.256
C 2.532 2.899 2.192
C 2.309 5.145 1.315
N 2.813 3.059 -1.208
C 3.411 4.272 -1.732
C 3.484 1.835 -1.593
H -0.298 4.670 -2.831
H -0.780 3.061 -2.240
H 0.875 3.338 -2.819
H -0.816 5.780 -0.477
H -0.380 4.740 0.900
H -1.544 4.175 -0.311
H 2.195 1.875 2.050
H 2.299 3.201 3.215
H 3.622 2.941 2.054
H 1.801 5.755 0.571
H 3.393 5.215 1.149
H 2.096 5.551 2.307
H 2.815 5.133 -1.443
H 3.460 4.232 -2.826
H 4.433 4.395 -1.357
H 3.037 1.000 -1.063
H 4.549 1.884 -1.340
H 3.396 1.655 -2.672

18
Properties=species:S:1:pos:R:3 method="wB97M-V/def2-TZVPD" orbital_gap_ev=8.3503 multiplicity=1
C 1.634 -1.019 0.339
N -1.023 -1.844 0.423
C 0.485 -0.297 1.006
N -0.695 -0.898 1.256
H -1.986 -2.112 0.646
H -0.915 -0.896 -0.960
H 0.767 0.408 1.785
H 1.993 -1.821 0.991
H 1.338 -1.472 -0.606
H 2.462 -0.330 0.174
C -0.240 1.002 -0.554
N -0.964 1.983 0.103
O 0.948 1.490 -1.015
N -0.877 0.107 -1.373
H 1.234 0.932 -1.749
H -1.911 1.779 0.391
H -0.404 2.619 0.651
H -1.846 0.371 -1.508

8
Properties=species:S:1:pos:R:3 method="wB97M-V/def2-TZVPD" orbital_gap_ev=9.1400 multiplicity=1
O 2.028 -1.352 -0.933
C 1.853 -0.765 0.116
C 0.799 0.247 0.160
O -0.345 -0.375 0.369
C -1.363 0.411 0.061
C -2.326 1.038 -0.247
H 2.514 -0.832 0.990
H -3.160 1.627 -0.517

87
Properties=species:S:1:pos:R:3 method="wB97M-V/def2-TZVPD" orbital_gap_ev="5.4895 / 5.6345" total_charge=+2 multiplicity=8
C 5.887 -3.753 1.039
C 6.006 -2.383 1.350
C 7.189 -1.941 1.991
C 8.132 -2.914 2.378
N 7.963 -4.209 2.123
C 6.884 -4.637 1.472
C 4.917 -1.492 1.027
C 3.970 -0.899 0.442
C 2.828 -0.452 -0.299
C 1.891 -1.399 -0.814
C 0.725 -0.998 -1.401
C 0.218 0.382 -1.177
C 1.283 1.352 -0.828
C 2.544 0.936 -0.523
Eu 3.213 -1.119 2.537
P -0.846 1.052 -2.616
H 7.358 -0.881 2.198
H 5.010 -4.131 0.507
H 9.046 -2.629 2.903
H 6.796 -5.711 1.283
H 3.369 1.659 -0.393
H 2.141 -2.469 -0.708
H 1.013 2.416 -0.808
H 0.040 -1.727 -1.844
C -2.513 1.545 -2.059
C -3.022 2.922 -2.448
H -2.492 1.490 -0.959
H -3.209 0.756 -2.380
H -4.023 3.061 -2.021
H -2.385 3.727 -2.061
H -3.116 3.035 -3.534
C 0.004 2.443 -3.375
C 1.319 2.101 -4.085
H 0.162 3.196 -2.589
H -0.709 2.880 -4.092
H 1.745 3.028 -4.494
H 2.069 1.665 -3.410
H 1.166 1.410 -4.926
C -1.078 -0.182 -3.912
C -1.933 0.320 -5.084
H -1.514 -1.072 -3.431
H -0.068 -0.453 -4.256
H -1.987 -0.465 -5.848
H -2.962 0.551 -4.775
H -1.502 1.210 -5.565
Br -1.057 0.224 0.292
P 1.973 2.139 3.495
C 1.259 3.114 2.061
C 0.552 4.409 2.481
H 0.551 2.459 1.524
H 2.082 3.345 1.366
H 0.284 4.995 1.588
H -0.374 4.211 3.035
H 1.204 5.030 3.110
C 0.611 0.916 3.653
C -0.604 1.578 4.326
H 0.958 0.066 4.266
H 0.327 0.559 2.645
H -1.471 0.908 4.292
H -0.399 1.814 5.377
H -0.893 2.513 3.831
C 3.472 1.435 2.764
C 4.742 2.248 2.480
H 3.109 1.031 1.789
H 3.774 0.706 3.574
H 5.536 1.529 2.215
H 4.594 2.929 1.633
H 5.064 2.821 3.358
C -3.771 -2.695 1.816
N -4.310 -2.511 0.485
C -3.626 -2.769 -0.681
Se -1.940 -3.442 -0.800
N -4.562 -2.550 -1.665
C -5.819 -2.267 -1.143
C -7.074 -2.370 -1.735
C -8.182 -2.374 -0.873
C -8.021 -2.315 0.525
C -6.751 -2.266 1.112
C -5.659 -2.233 0.242
H -4.527 -3.196 2.431
H -3.522 -1.726 2.265
H -2.867 -3.306 1.748
H -4.385 -2.712 -2.659
H -7.137 -2.443 -2.821
H -9.190 -2.426 -1.286
H -8.913 -2.325 1.162
H -6.569 -2.273 2.189

5
Properties=species:S:1:pos:R:3 method="wB97M-V/def2-TZVPD" orbital_gap_ev="6.0969 / 6.9545" multiplicity=3
C 0.306 1.215 -0.903
O 0.253 -1.147 1.038
S 0.610 -0.259 -0.422
Br -0.460 2.794 -0.184
Br -0.709 -2.603 0.470

20
Properties=species:S:1:pos:R:3 method="wB97M-V/def2-TZVPD" orbital_gap_ev="6.4580 / 8.6309" total_charge=+1 multiplicity=2
C 2.018 0.389 1.175
C 0.502 0.395 0.868
C 0.337 0.576 -0.592
N -3.064 -0.551 -2.800
C -2.023 -1.108 -2.145
N -1.427 -0.769 -1.047
N 2.131 0.272 2.700
H 2.458 -0.493 0.729
H 2.449 1.342 0.892
H 0.056 1.203 1.449
H 0.065 -0.578 1.142
H 0.895 0.152 -1.409
H -0.205 1.448 -0.933
H -3.373 -0.987 -3.650
H -3.660 0.123 -2.350
H -1.613 -1.998 -2.625
H -2.113 -0.124 -0.635
H 1.250 -0.008 3.133
H 2.865 -0.402 2.925
H 2.450 1.119 3.173

53
Properties=species:S:1:pos:R:3 method="wB97M-V/def2-TZVPD" orbital_gap_ev=8.0283 smiles="COc1cccc(C(=O)Nc2ccc(N3CCN(C(=O)c4ccco4)CC3)cc2)c1" multiplicity=1
C -2.682 6.195 6.132
H -3.422 5.721 6.776
O -2.300 5.210 5.203
C -1.355 5.522 4.273
C -0.741 6.763 4.142
C 0.221 6.953 3.163
C 0.575 5.928 2.310
C -0.051 4.688 2.419
C -1.006 4.488 3.404
H -1.479 3.530 3.559
C 0.378 3.605 1.481
O 1.516 3.534 1.063
N -0.628 2.750 1.144
C -0.587 1.629 0.308
C 0.575 1.171 -0.300
C 0.552 0.044 -1.099
C -0.629 -0.668 -1.329
C -1.796 -0.181 -0.728
C -1.774 0.937 0.076
H -2.694 1.285 0.525
H -2.741 -0.669 -0.908
N -0.701 -1.770 -2.177
C -1.455 -2.937 -1.767
H -2.304 -2.651 -1.150
C -0.564 -3.910 -0.978
N 0.583 -4.284 -1.781
C 0.702 -5.573 -2.179
O -0.079 -6.431 -1.787
C 1.800 -5.993 -3.071
C 2.131 -7.299 -3.337
C 3.202 -7.264 -4.254
C 3.445 -5.946 -4.491
O 2.608 -5.170 -3.785
H 4.157 -5.447 -5.118
H 3.716 -8.100 -4.679
H 1.655 -8.158 -2.914
C 1.360 -3.134 -2.180
H 2.210 -3.424 -2.789
C 0.447 -2.169 -2.958
H 0.999 -1.290 -3.289
H 0.072 -2.690 -3.847
H 1.724 -2.638 -1.272
H -1.109 -4.820 -0.727
H -0.214 -3.422 -0.061
H -1.828 -3.440 -2.665
H 1.484 -0.274 -1.537
H 1.501 1.696 -0.139
H -1.544 2.959 1.516
H 1.331 6.063 1.553
H 0.699 7.917 3.075
H -0.996 7.580 4.798
H -1.833 6.525 6.740
H -3.135 7.060 5.638

73
Properties=species:S:1:pos:R:3 method="wB97M-V/def2-TZVPD" orbital_gap_ev="7.5976 / 7.3530" total_charge=-1 multiplicity=3
Pd 0.274 -0.251 0.724
C -1.744 4.176 -1.194
As -0.884 2.599 -0.385
C -2.541 1.568 -0.217
C -0.874 3.258 1.482
C 0.437 3.909 1.958
C 1.033 4.819 0.875
C 1.486 2.885 2.404
As 2.039 1.298 1.363
C 3.210 0.640 2.758
C 3.259 2.026 0.057
C 0.113 4.819 3.156
As -0.814 3.989 4.692
C -2.655 4.511 4.246
C -0.473 5.504 5.899
H -1.060 5.022 -1.189
H -2.649 4.433 -0.639
H -2.007 3.947 -2.227
H -3.258 2.111 0.403
H -2.368 0.586 0.219
H -2.946 1.418 -1.218
H -1.124 2.412 2.131
H -1.690 3.985 1.554
H 1.325 4.261 -0.018
H 1.924 5.325 1.254
H 0.315 5.585 0.573
H 1.185 2.449 3.360
H 2.433 3.415 2.567
H 3.818 1.467 3.128
H 3.829 -0.152 2.351
H 2.582 0.255 3.560
H 3.894 2.769 0.542
H 2.691 2.466 -0.759
H 3.844 1.198 -0.336
H -0.503 5.656 2.810
H 1.038 5.248 3.560
H -3.080 3.800 3.540
H -2.687 5.515 3.819
H -3.253 4.488 5.157
H 0.571 5.488 6.212
H -1.100 5.407 6.786
H -0.687 6.455 5.410
F -1.025 -3.102 4.270
C -0.633 -2.264 3.294
F -1.395 -2.522 2.216
F 0.621 -2.582 2.984
C -0.753 -0.754 3.678
O -0.160 0.061 2.796
C -0.100 -0.555 5.085
F -0.839 -1.068 6.091
F 1.107 -1.146 5.142
F 0.088 0.738 5.346
C -2.280 -0.396 3.787
F -3.033 -1.351 4.362
F -2.789 -0.173 2.569
F -2.461 0.729 4.498
Cl 4.514 -7.822 -0.207
C 3.921 -6.181 -0.084
C 2.564 -5.963 0.082
C 2.104 -4.658 0.178
C 2.988 -3.589 0.117
C 4.345 -3.835 -0.046
C 4.821 -5.132 -0.153
C 2.498 -2.162 0.265
O 3.322 -1.259 0.418
O 1.227 -2.051 0.236
H 1.884 -6.802 0.135
H 1.050 -4.451 0.302
H 5.019 -2.990 -0.085
H 5.875 -5.334 -0.284
O 1.576 0.367 -1.882
N 0.513 -0.097 -2.253
O -0.315 -0.399 -1.326

53
Properties=species:S:1:pos:R:3 method="wB97M-V/def2-TZVPD" orbital_gap_ev=1.1901 total_charge=-2 multiplicity=1
C 2.896 0.837 -2.894
C 2.165 1.974 -3.656
N 0.792 1.549 -3.996
N 0.253 1.005 -2.773
C -1.176 1.272 -2.821
O -1.587 2.349 -2.349
O -1.935 0.412 -3.332
H 2.730 0.915 -1.820
H 3.970 0.905 -3.149
H 2.576 -0.147 -3.241
H 2.686 2.167 -4.607
H 2.036 2.863 -3.032
H 0.931 0.767 -4.660
C 0.699 -3.187 -3.378
Cl 1.653 -3.454 -1.901
Cl -0.124 -4.711 -3.822
Cl -0.471 -1.910 -3.097
Cl 1.788 -2.712 -4.698
C -3.363 3.920 0.745
Cl -2.017 4.855 0.106
Cl -2.784 2.855 2.039
Cl -4.597 5.025 1.404
Cl -4.063 2.948 -0.543
C -3.999 1.830 -5.925
Cl -4.193 2.409 -4.280
Cl -5.107 2.721 -7.008
Cl -2.339 2.093 -6.446
Cl -4.378 0.101 -6.000
C 0.446 -0.652 0.850
Cl 0.170 -0.072 2.519
Cl -0.522 0.264 -0.272
Cl 2.162 -0.472 0.450
Cl -0.005 -2.370 0.748
C 0.065 -2.949 5.809
Cl -1.346 -2.334 6.689
Cl -0.118 -2.613 4.092
Cl 1.526 -2.147 6.406
Cl 0.204 -4.699 6.073
C 4.617 0.331 7.069
Cl 6.190 -0.136 6.407
Cl 3.502 0.677 5.750
Cl 3.982 -0.996 8.061
Cl 4.808 1.774 8.078
C -0.284 -8.362 7.532
Cl 0.693 -8.576 8.994
Cl -1.049 -9.901 7.107
Cl -1.533 -7.152 7.832
Cl 0.758 -7.839 6.202
C -1.403 5.699 -4.273
Cl -0.361 4.302 -4.463
Cl -0.442 7.122 -3.783
Cl -2.242 6.064 -5.802
Cl -2.583 5.321 -3.021

47
Properties=species:S:1:pos:R:3 method="wB97M-V/def2-TZVPD" orbital_gap_ev="6.9999 / 8.9642" multiplicity=3
Pd -0.063 0.684 -1.661
N 0.893 -3.027 -3.431
C 0.948 -1.909 -2.687
O 0.053 -1.647 -1.876
C 2.143 -1.006 -2.846
C 1.686 0.425 -3.040
H 0.063 -3.594 -3.387
H 1.549 -3.187 -4.174
H 2.785 -1.364 -3.659
H 2.713 -1.088 -1.918
H 1.261 0.612 -4.022
H 2.424 1.167 -2.759
F -1.673 5.101 -3.774
C -1.660 3.855 -4.219
F -0.656 3.701 -5.077
F -2.807 3.580 -4.824
S -1.385 2.677 -2.844
O -0.121 3.056 -2.228
O -1.391 1.368 -3.497
N -2.660 2.979 -1.984
S -3.055 2.049 -0.766
O -1.884 1.559 -0.058
O -4.121 2.632 -0.022
C -3.830 0.531 -1.526
F -4.713 0.044 -0.659
F -4.447 0.843 -2.659
F -2.908 -0.400 -1.772
N 1.206 -4.258 7.675
C 1.157 -3.550 6.771
C 1.103 -2.662 5.634
C 1.026 -3.178 4.345
C 0.984 -2.330 3.256
C 1.027 -0.952 3.440
C 1.092 -0.435 4.727
C 1.128 -1.285 5.817
N 0.997 -0.077 2.319
C 0.904 1.309 2.343
C 0.955 1.713 1.056
N 1.111 0.612 0.230
C 1.118 -0.434 1.015
H 0.990 -4.249 4.198
H 0.899 -2.753 2.265
H 1.118 0.632 4.892
H 1.177 -0.878 6.819
H 0.766 1.876 3.246
H 0.882 2.709 0.653
H 1.212 -1.450 0.670

The records above yield max |F| values of 3.6, 1.2, 1.9, 1.5, 1.0, 4.9, 5.0, 2.7, 1.4, 0.5, 1.7, 1.5 eV/A, respectively.
The records above yield calculated total energy values of -7263.9496, -7230.6510, -166437.5220, -11278.5959, -8268.7784, -212715.1070, -153997.5761, -8819.9189, -36884.3775, -258020.9415, -419292.0659, -74906.8572 eV, respectively.